55
Properties=species:S:1:pos:R:3:forces:R:3 method="wB97M-V/def2-TZVPD" orbital_gap_ev="2.258 / 9.062" charge=-1 homo_energy_ev="0.060 / -6.805" multiplicity=2
O 0.66244 -3.33381 -0.52284 0.139 1.596 -3.251
O -1.60812 0.87049 -2.61360 2.083 2.017 -6.568
O -2.48256 -0.51304 1.89682 0.208 -2.646 0.840
O 1.26897 4.47840 -1.40895 3.736 -0.342 -0.628
O -4.09895 -1.28362 -1.14339 -1.032 1.879 0.289
O 0.06187 -0.50455 -4.25316 -5.148 -1.355 3.810
O -0.65792 -2.77568 -2.93108 2.010 -4.839 0.689
O 2.29370 1.76518 2.91910 -0.418 2.418 2.023
O 1.09842 1.25347 -2.79710 -0.410 1.105 0.964
O -2.58230 2.28751 1.06862 1.742 0.480 -1.545
O -0.43698 0.62124 3.29197 -4.189 -3.780 -2.444
O 3.14533 1.86139 -1.32155 1.001 2.854 1.697
O 2.62718 -1.01489 -1.19369 2.653 3.973 1.056
O -1.00980 -2.13362 3.84714 2.841 1.647 -2.924
O -0.37763 3.30910 3.73365 0.204 0.364 -1.469
O 3.50419 0.11751 1.36166 -1.168 -0.837 -1.815
N -0.13660 -0.53386 0.30506 -4.515 0.322 3.004
C -0.29874 -3.09472 0.41089 -1.172 0.768 2.542
C -1.10210 -1.72935 0.37035 3.166 -1.061 3.169
C -2.05668 -1.66880 1.72039 0.905 6.414 -5.800
H 0.49360 4.72138 -1.00769 -3.101 0.553 1.105
H -3.26411 -1.20773 -0.69555 0.420 -0.526 0.047
H -1.33999 1.80548 -2.65437 -0.423 -0.451 0.092
H 0.42178 3.06181 3.20906 -0.417 0.041 0.729
H 3.65791 0.80959 0.64134 -0.588 -1.524 0.584
H 2.45147 2.56247 -1.15583 1.044 -1.309 -0.396
H 1.48541 0.47881 -3.22218 -0.660 -0.082 0.185
H -4.26486 -2.12818 -1.51231 0.459 -1.280 -0.363
H 3.60630 -0.89977 -1.36862 -1.643 -0.490 0.188
H -1.15412 -1.63564 4.61584 -0.706 0.826 2.108
H 1.14450 3.97619 -2.20347 -0.590 -0.430 -0.557
H -1.59597 -1.92273 -0.51244 -1.930 0.757 -2.067
H -2.41792 -2.51728 2.12954 -1.132 -2.748 1.643
H -1.13716 1.11884 3.66565 -0.363 1.077 0.641
H 3.14718 2.21554 2.92594 -0.199 0.602 0.807
H -0.46249 -1.34581 3.35807 -1.731 -2.502 1.443
H -2.45141 1.43027 1.42719 1.170 -2.165 -0.139
H 0.28930 -2.95744 -1.42449 0.756 -1.059 1.594
H -0.97584 3.56415 2.99722 0.252 -0.207 0.692
H 2.38547 -1.84749 -1.45047 -0.946 -3.687 -1.197
H -0.00507 -0.21930 1.30838 -0.550 -0.081 -1.532
H 0.45485 -0.26546 -5.01087 1.976 1.355 -4.687
H 0.22129 -2.90748 1.39806 -0.437 -1.495 -0.530
H -0.03512 -3.54471 -3.42938 -2.113 2.746 1.405
H -1.06243 -3.93658 0.33142 0.643 0.801 0.930
H -3.26779 2.49063 1.63303 -2.817 1.667 1.620
H 0.24651 0.98628 -2.36785 1.284 -0.504 -0.868
H 0.73209 -0.82545 0.05348 2.999 -1.362 -1.499
H 2.55294 1.19597 2.23992 0.107 -2.652 -2.195
H -1.88100 0.69612 -1.81087 -2.330 -1.310 6.719
H 2.84703 -0.59870 0.99023 2.041 2.215 0.385
H -0.93073 -0.17715 -4.25913 2.945 -0.549 -0.052
H 2.68097 1.08494 -1.53611 -1.497 -1.328 -0.644
H 0.37286 0.86836 3.52349 5.140 2.406 1.885
H -0.75916 -2.10829 -3.56651 0.303 1.718 -1.712

***

110
Properties=species:S:1:pos:R:3:forces:R:3 method="wB97M-V/def2-TZVPD" orbital_gap_ev=5.235 charge=-1 homo_energy_ev=-4.254 e_above_lowest_kcal_mol=0.0
Cd 0.85548 0.23018 -0.43693 -0.148 -0.095 0.213
Se 6.09762 0.84836 6.20464 0.150 0.008 0.200
S -1.86854 -5.52736 -5.71018 -0.143 -0.264 -0.266
Si -3.82237 -1.44403 0.81470 0.011 0.022 0.021
Si -2.42740 0.09597 3.93516 0.077 -0.013 -0.014
Si -3.39936 2.31303 0.95666 -0.090 -0.050 -0.118
Si -2.43809 0.27250 1.60097 0.219 -0.028 -0.146
O -0.23226 -1.22554 1.97508 -0.168 0.374 -0.288
N 6.06405 -0.17920 4.74460 0.120 0.010 0.133
N 1.94787 6.22539 0.14606 -0.089 -0.073 -0.053
N 0.13133 -2.56045 -0.85823 0.094 0.027 -0.034
N 7.44637 0.65279 -8.17894 -0.073 -0.012 0.080
N -1.18093 -5.73891 -4.26500 0.015 -0.031 -0.082
N -2.03578 -3.92199 -5.71457 0.027 -0.063 -0.064
N -0.90151 -0.57064 -2.40413 -0.014 0.001 -0.058
N 1.50149 4.87609 -4.12830 -0.035 -0.044 0.078
N 3.06879 -0.51918 0.99441 0.107 0.027 -0.098
N 4.64271 1.76891 5.73443 0.095 0.012 0.129
N 1.73449 1.65320 1.89627 -0.060 0.097 -0.032
N -0.16813 2.48032 -0.79276 -0.037 0.034 0.012
C 1.29034 3.32756 3.54620 0.060 0.083 -0.046
C -2.66842 3.80347 1.83680 0.012 0.068 0.080
C 5.38278 -1.45519 2.20362 0.031 -0.018 0.037
C 6.71373 0.59018 -7.29315 -0.017 0.005 0.039
C -0.47723 -4.24469 -2.43537 -0.030 -0.062 -0.123
C 0.52693 -3.50794 -0.02656 0.153 0.061 -0.020
C 2.34086 2.88408 4.31197 0.027 0.022 0.022
C 3.12338 0.24840 -2.92327 -0.106 0.022 -0.048
C 4.94569 -1.99731 1.01650 0.015 -0.040 -0.002
C 3.09011 1.79773 3.85940 0.075 -0.003 0.092
C 4.93099 1.55823 -5.90299 -0.013 0.007 0.018
C -1.40584 0.41055 -3.13442 0.102 0.007 0.060
C 4.24750 1.28890 4.59375 -0.162 -0.053 -0.279
C -0.38839 -2.90719 -2.03731 -0.075 0.167 -0.028
C 4.05817 1.47052 -4.83529 -0.021 0.034 -0.008
C -2.88893 -3.07127 0.82850 0.021 -0.130 -0.015
C 4.65669 -0.41248 2.77408 0.028 0.042 0.120
C 5.79045 -0.63592 -5.37977 -0.004 -0.010 0.017
C 1.07488 4.55920 -1.61047 -0.099 0.040 -0.003
C 1.55262 5.48440 -0.64916 0.059 -0.037 -0.081
C -5.22515 2.22725 1.44237 -0.087 -0.034 0.046
C -0.56239 -0.35198 1.17017 0.218 -0.300 0.399
C -5.34879 -1.63927 1.90453 -0.087 0.026 0.093
C 1.02883 2.67997 2.33997 0.082 -0.037 -0.090
C 3.77441 -1.49729 0.45237 -0.068 0.026 0.004
C 0.38668 3.42931 -1.16954 0.282 0.088 -0.073
C 5.04039 0.20390 4.04328 -0.242 0.021 -0.248
C 3.51251 0.04688 2.11838 -0.209 0.049 0.034
C -0.02624 -5.23635 -1.56468 -0.041 -0.041 -0.023
C -1.97512 0.21504 -4.39339 -0.009 0.045 -0.014
C -0.93331 -1.81769 -2.89149 0.027 -0.015 0.168
C 0.47056 -4.86661 -0.33690 0.012 -0.028 0.025
C 2.74154 1.20237 2.64736 0.071 -0.168 -0.125
C -4.42897 -1.17848 -0.95017 -0.041 0.013 -0.064
C 1.30575 4.73705 -2.99707 0.060 0.015 0.116
C 2.30015 0.23759 -2.02664 0.029 -0.029 0.011
C -3.40465 2.69265 -0.88416 -0.024 0.080 -0.105
C -2.02338 -1.06095 -4.89888 -0.029 -0.046 -0.031
C -1.04889 -4.53819 -3.73838 0.062 0.199 0.236
C -1.49929 -2.10608 -4.13620 -0.009 -0.088 -0.068
C -2.30742 -1.69275 4.49978 -0.060 -0.113 0.037
C -0.92104 1.01106 4.59180 0.025 0.014 0.072
C 4.03507 0.32987 -4.02271 0.027 -0.008 0.017
C -1.54010 -3.49228 -4.57151 0.045 0.200 0.210
C -3.93493 0.83335 4.79435 -0.117 0.062 0.004
C 4.91598 -0.71910 -4.31346 -0.006 0.005 0.000
C 5.80206 0.50515 -6.18077 0.072 0.001 -0.095
H -5.72055 3.17246 1.19023 0.034 -0.061 0.024
H 0.21983 3.00627 1.69856 -0.001 0.002 -0.017
H -2.01731 -3.00763 0.17347 -0.150 -0.007 0.060
H -1.34598 -2.11585 4.20317 -0.022 0.038 0.018
H -4.16493 3.45973 -1.07088 0.018 -0.039 -0.025
H 3.39569 -1.88803 -0.48669 -0.029 0.005 0.009
H -4.85565 0.30747 4.52138 0.063 0.042 0.018
H 4.94234 2.44262 -6.52609 -0.005 -0.002 0.008
H -6.03532 -2.38080 1.47990 0.046 0.042 0.030
H -4.84056 -0.17836 -1.10704 -0.008 -0.037 0.020
H 0.80555 -5.60315 0.38161 -0.005 0.020 -0.021
H -3.65205 1.81841 -1.49212 0.001 0.022 0.034
H 5.48673 -2.79579 0.52681 -0.004 0.010 0.010
H -1.34548 1.40364 -2.70082 -0.004 -0.058 -0.003
H -3.80453 0.74928 5.87974 -0.033 -0.006 -0.065
H 3.37898 2.28438 -4.61554 0.013 0.016 -0.008
H -2.61399 3.65464 2.91976 0.011 0.012 -0.050
H -5.07123 -1.97240 2.90999 -0.034 0.034 -0.081
H -2.43867 3.07942 -1.21347 -0.105 -0.079 0.047
H -3.61853 -1.32190 -1.67094 -0.004 0.034 0.022
H 0.68261 4.16929 3.84960 0.010 -0.013 -0.005
H -5.21711 -1.90538 -1.17651 0.050 0.025 -0.026
H 6.27537 -1.81202 2.70200 -0.019 0.008 -0.013
H -5.88976 -0.69386 2.00761 0.010 -0.072 -0.008
H -5.73758 1.42758 0.89653 0.040 0.068 0.022
H -3.31092 4.67020 1.64726 0.067 -0.001 0.030
H 4.90088 -1.60182 -3.68779 0.007 0.001 -0.013
H -2.46022 -1.27710 -5.86610 0.018 0.003 0.026
H -3.53712 -3.88004 0.47130 0.048 0.016 0.034
H -4.07052 1.89280 4.55769 0.014 -0.050 0.003
H -0.09404 -6.27478 -1.86405 0.001 0.017 -0.002
H -3.09190 -2.30998 4.05162 0.032 0.037 0.062
H -5.36796 2.04252 2.51020 0.006 0.002 -0.036
H -1.66892 4.04362 1.46606 -0.063 -0.008 0.007
H -0.87322 0.92724 5.68349 0.022 0.022 -0.041
H 0.88630 -3.16430 0.93877 0.000 0.028 -0.035
H -2.36269 1.06007 -4.94665 0.003 -0.027 0.016
H 6.46880 -1.44993 -5.59964 -0.007 0.003 0.004
H -0.95116 2.07424 4.33403 -0.052 -0.123 0.059
H -2.41371 -1.74988 5.58953 0.042 -0.032 -0.061
H 2.60678 3.35800 5.24791 -0.007 -0.011 -0.008
H -0.00150 0.59022 4.17379 -0.066 0.016 0.017
H -2.52314 -3.32619 1.82694 -0.032 0.022 -0.045

***

23
Properties=species:S:1:pos:R:3:forces:R:3 method="wB97M-V/def2-TZVPD" orbital_gap_ev=9.238 charge=+1 homo_energy_ev=-13.111 e_above_lowest_kcal_mol=67.2
O -0.24702 1.04387 -2.61978 0.561 0.484 -1.276
N -0.71642 -0.87061 2.85695 0.765 0.773 1.160
N 1.21017 0.27302 -0.46233 2.242 0.760 -0.048
N 1.30137 0.10103 1.87095 -0.063 -0.214 -0.393
N -1.93819 -1.02402 0.97582 4.715 0.501 4.202
N -0.70327 0.15045 -1.69041 0.048 0.051 -0.578
C 2.08382 0.34848 3.05879 0.587 0.638 -0.852
C -0.05728 0.03565 -0.54388 -1.522 -1.356 1.570
C -1.87227 -1.19449 2.37313 0.442 -0.318 -1.158
C -0.68463 -0.43599 0.66860 -1.070 0.218 -1.384
C 0.02879 -0.33466 1.84553 -2.291 -1.660 -0.227
C 1.84589 0.30381 0.68510 1.257 1.935 -1.526
C -0.34763 0.49668 -3.96223 -2.357 -1.481 -1.243
H -2.79520 -0.99679 0.59655 -3.320 0.206 -2.490
H -1.68569 0.18011 -1.63602 -1.395 -0.074 0.029
H -1.11356 -0.36119 -3.90535 1.398 0.965 -0.153
H -0.83153 1.15516 -4.75906 0.752 0.037 1.733
H 2.87911 0.77554 0.62918 -1.227 -1.182 0.367
H 0.58428 0.13541 -4.41045 0.062 0.080 0.743
H -2.64774 -1.63938 3.00711 0.131 0.248 -0.690
H 3.05609 0.50683 2.60103 0.453 -0.121 0.821
H 2.05489 -0.53266 3.66030 0.025 -0.147 0.843
H 1.78055 1.30081 3.48641 -0.193 -0.342 0.551

***

The records above yield energy values of -37924.695; -181625.664; -16910.477 eV, respectively.